Entry from OMol25: the molecule C6H7FO (ωB97M-V with the def2-TZVPD basis set).

Geometry as ORCA input:
```
! wB97M-V def2-TZVPD RIJCOSX def2/J DEFGRID3
* xyz 0 1
C -2.440 -0.570 0.832
C -1.536 -0.066 0.227
C -0.533 0.643 -0.533
F -0.177 1.799 0.067
C 0.690 -0.266 -0.746
C 1.101 -0.591 -1.985
O 1.384 -0.725 0.285
C 0.987 -0.435 1.612
H -3.329 -1.006 1.266
H -0.929 0.861 -1.492
H 0.399 -0.241 -2.819
H 2.013 -1.131 -2.198
H 0.206 -1.106 1.971
H 0.662 0.573 1.722
H 1.893 -0.633 2.235
*
```

Its structure (SMILES) is C#C[C@@H](F)C(=C)OC. The calculation puts the relative energy (zero: lowest compared OMol25 entry of this formula, charge and spin) at 74.0 kcal/mol. The calculation puts the HOMO energy at -8.79 eV.